{"formula": "C16H35N4O9S3", "method": "wB97M-V/def2-TZVPD", "species": ["C", "C", "C", "O", "C", "N", "C", "N", "C", "S", "C", "C", "N", "C", "C", "O", "O", "N", "H", "H", "H", "H", "H", "H", "H", "H", "H", "H", "H", "H", "H", "H", "H", "H", "H", "H", "H", "O", "S", "O", "O", "C", "C", "C", "H", "H", "H", "H", "H", "H", "H", "H", "O", "S", "O", "O", "C", "C", "C", "H", "H", "H", "H", "H", "H", "H", "H"], "xyz": [[1.62689, -3.58723, 0.48994], [0.53586, -2.55933, -0.03258], [1.22857, -1.72605, -1.13515], [0.45552, -0.58901, -1.66150], [-0.82072, -0.64904, -1.38155], [-1.78631, -1.36725, -1.94448], [-2.94175, -1.01060, -1.29054], [-4.13185, -1.51136, -1.57063], [-4.37854, -2.54279, -2.59681], [-3.87883, -2.02013, -4.27891], [-3.37800, -3.49516, -5.23780], [-3.13516, -4.78115, -4.39797], [-2.65256, -0.08540, -0.34742], [-3.57154, 0.54890, 0.60593], [-3.29189, -0.12664, 1.99995], [-3.19204, 0.48808, 2.99478], [-3.12038, -1.50123, 2.03592], [-1.32202, 0.13671, -0.39922], [1.74591, -3.52296, 1.58646], [1.35952, -4.63302, 0.24685], [2.60696, -3.41227, -0.00325], [0.24289, -1.96910, 0.85991], [-0.30261, -3.17857, -0.39969], [1.55440, -2.38335, -1.95996], [2.13520, -1.28257, -0.67469], [-4.93548, -1.19732, -1.04227], [-5.45723, -2.77595, -2.58113], [-3.84940, -3.45698, -2.25520], [-2.45845, -3.31357, -5.83199], [-4.15554, -3.74820, -5.98889], [-2.32204, -4.61146, -3.65853], [-2.92303, -5.67846, -5.00388], [-4.03618, -5.01448, -3.78874], [-4.61680, 0.27815, 0.36439], [-3.41996, 1.63722, 0.67999], [-2.39502, -1.76213, 1.44226], [-0.79829, 0.77515, 0.18949], [2.43797, 2.65996, 5.01067], [1.29376, 2.77390, 5.86449], [1.00004, 1.78328, 6.85237], [-0.00934, 2.99335, 4.95084], [-0.25879, 2.05183, 3.90534], [-0.85884, 0.76277, 4.43374], [1.29716, 4.36135, 6.63207], [0.65647, 1.85954, 3.33748], [-0.96798, 2.52720, 3.22413], [-0.13788, 0.21613, 5.04358], [-1.16243, 0.11849, 3.61510], [-1.72331, 0.96942, 5.06266], [1.46763, 5.11962, 5.87153], [2.10343, 4.37268, 7.36313], [0.34103, 4.51429, 7.12765], [6.35378, 2.73771, -2.40572], [5.23127, 2.84167, -1.52598], [4.94395, 1.82421, -0.55890], [3.91176, 3.10417, -2.40006], [3.62439, 2.19601, -3.47067], [3.02826, 0.89942, -2.95763], [5.27518, 4.40528, -0.71176], [4.51873, 2.00974, -4.06889], [2.90410, 2.69697, -4.11731], [3.76322, 0.33172, -2.38451], [2.69098, 0.27611, -3.78776], [2.18490, 1.09782, -2.29571], [5.43976, 5.18303, -1.45366], [6.09774, 4.38365, 0.00074], [4.33296, 4.55724, -0.19009]], "fmax_ev_per_a": 2.35, "e_tot_ev": -74044.396, "homo_energy_ha": -0.427, "gap_ev": 8.72, "charge": 1}